{
  "formula": "C44H48N2O4",
  "method": "ωB97M-V with the def2-TZVPD basis set",
  "species": ["C", "N", "O", "O", "H", "H", "H", "C", "N", "O", "O", "H", "H", "H", "C", "C", "C", "C", "C", "C", "H", "H", "H", "H", "H", "H", "C", "C", "C", "C", "C", "C", "H", "H", "H", "H", "H", "H", "C", "C", "C", "C", "C", "C", "H", "H", "H", "H", "H", "H", "C", "C", "C", "C", "C", "C", "H", "H", "H", "H", "H", "H", "C", "C", "C", "C", "C", "C", "H", "H", "H", "H", "H", "H", "C", "C", "C", "C", "C", "C", "H", "H", "H", "H", "H", "H", "C", "C", "C", "C", "C", "C", "H", "H", "H", "H", "H", "H"],
  "xyz": [[-4.4477, -1.5612, 2.7077], [-3.4821, -0.8575, 3.6015], [-3.9305, -0.1766, 4.4917], [-2.2946, -1.0212, 3.3772], [-4.8759, -0.8067, 2.0515], [-5.2374, -1.9600, 3.3366], [-3.9222, -2.3275, 2.1525], [-0.4814, -0.2062, 0.9225], [-1.4809, -0.2278, -0.1830], [-1.0444, -0.4122, -1.3064], [-2.6614, -0.1154, 0.0804], [-0.7027, -1.1093, 1.4862], [-0.6461, 0.6839, 1.5229], [0.5037, -0.2539, 0.4773], [3.9133, 0.1303, -2.1393], [2.5234, 0.1047, -2.1405], [1.8287, 1.2459, -2.5418], [2.5171, 2.4004, -2.8836], [3.9006, 2.4203, -2.8732], [4.6082, 1.2852, -2.4846], [4.4722, -0.7524, -1.8440], [2.0403, -0.8288, -1.8883], [0.7468, 1.2153, -2.5973], [1.9545, 3.2897, -3.1419], [4.4529, 3.3113, -3.1475], [5.6888, 1.3048, -2.4249], [-1.2927, 4.4831, -3.7032], [-0.9362, 3.9282, -2.4881], [-1.4949, 2.7178, -2.0705], [-2.4237, 2.0848, -2.8839], [-2.7785, 2.6320, -4.1049], [-2.1983, 3.8207, -4.5282], [-0.8975, 5.4457, -4.0036], [-0.2333, 4.4395, -1.8379], [-1.2044, 2.3097, -1.1124], [-2.8784, 1.1573, -2.5549], [-3.5142, 2.1554, -4.7402], [-2.4416, 4.2542, -5.4899], [1.8619, -4.0339, -1.9704], [0.7985, -3.1834, -2.2327], [0.6802, -2.5553, -3.4702], [1.6667, -2.7555, -4.4214], [2.7284, -3.6219, -4.1667], [2.8250, -4.2530, -2.9384], [1.9684, -4.4773, -0.9872], [0.0499, -3.0007, -1.4715], [-0.1464, -1.8870, -3.6748], [1.5955, -2.3103, -5.4080], [3.4934, -3.7672, -4.9175], [3.6679, -4.9107, -2.7617], [3.7328, 2.5425, 1.3619], [3.9565, 3.6102, 2.2236], [2.9124, 4.4709, 2.5670], [1.6485, 4.2524, 2.0483], [1.4152, 3.1832, 1.1870], [2.4610, 2.3413, 0.8372], [4.5825, 1.9717, 1.0049], [4.9499, 3.7904, 2.6148], [3.1463, 5.3030, 3.2194], [0.7927, 4.8597, 2.3176], [0.4265, 3.0384, 0.7673], [2.2306, 1.5689, 0.1119], [3.1665, -1.3442, 2.0734], [2.0010, -1.2232, 2.8128], [1.2057, -2.3442, 3.0265], [1.6147, -3.5913, 2.5733], [2.8107, -3.7150, 1.8889], [3.5746, -2.5899, 1.6140], [3.7502, -0.4521, 1.8782], [1.6986, -0.2601, 3.2068], [0.2613, -2.2374, 3.5512], [1.0097, -4.4602, 2.8002], [3.1220, -4.7006, 1.5625], [4.4767, -2.6443, 1.0170], [-2.9498, 2.3621, 2.1359], [-2.1006, 2.3203, 3.2336], [-1.5631, 3.4938, 3.7393], [-1.8192, 4.7090, 3.1146], [-2.6157, 4.7435, 1.9748], [-3.1927, 3.5741, 1.5084], [-3.3821, 1.4588, 1.7291], [-1.8699, 1.4108, 3.7742], [-0.9667, 3.4901, 4.6438], [-1.3737, 5.6277, 3.4782], [-2.8144, 5.6816, 1.4733], [-3.8262, 3.6329, 0.6303], [-3.7365, -3.9133, -0.4440], [-2.4136, -3.5802, -0.1489], [-1.6280, -4.4403, 0.5978], [-2.1493, -5.6471, 1.0375], [-3.4529, -5.9799, 0.7503], [-4.2554, -5.1104, 0.0120], [-4.3322, -3.2134, -1.0173], [-2.0647, -2.6238, -0.5143], [-0.5976, -4.1917, 0.8269], [-1.5088, -6.3164, 1.5983], [-3.8828, -6.9171, 1.0803], [-5.2893, -5.3882, -0.1530]],
  "de_lowest_kj_mol": 0.0,
  "lumo_ev": 0.2,
  "smiles": "C[N+](=O)[O-].C[N+](=O)[O-].c1ccccc1.c1ccccc1.c1ccccc1.c1ccccc1.c1ccccc1.c1ccccc1.c1ccccc1",
  "homo_energy_ev": -9.1,
  "energy_ev": -57571.57011,
  "total_charge": 0,
  "orbital_gap_ev": 9.24
}


{
  "formula": "C2H3FO2S",
  "method": "ωB97M-V with the def2-TZVPD basis set",
  "species": ["O", "S", "O", "C", "C", "F", "H", "H", "H"],
  "xyz": [[2.4607, -0.7513, -1.1347], [1.1490, -0.2787, -0.9820], [0.3198, -0.3307, -2.1296], [0.3609, -0.5097, 0.5593], [-1.1053, 0.2296, 0.5415], [-0.8916, 1.4591, 1.1037], [1.0315, -0.1449, 1.3131], [-1.7630, -0.2409, 1.1153], [-1.5620, 0.5675, -0.3868]],
  "de_lowest_kj_mol": 317.7,
  "lumo_ev": [-1.5, -1.5],
  "smiles": "O=S(=O)=CCF",
  "homo_energy_ev": [-10.2, -10.2],
  "energy_ev": -19766.65180,
  "total_charge": 0,
  "orbital_gap_ev": [8.71, 8.71]
}


{
  "formula": "C2H4LiMgO",
  "method": "ωB97M-V with the def2-TZVPD basis set",
  "species": ["O", "Li", "C", "C", "H", "H", "H", "Mg", "H"],
  "xyz": [[0.1971, -0.6699, 0.4550], [0.6957, -2.4068, -0.1435], [-1.0382, -0.2171, 0.6749], [-1.5357, 0.9483, 0.1541], [-1.6395, -0.7925, 1.3941], [-0.8770, 1.6056, -0.4238], [-2.9314, 1.1189, -1.2562], [2.0830, 0.0558, 0.6589], [-2.3286, 1.4588, 0.7087]],
  "de_lowest_kj_mol": 8.1,
  "lumo_ev": [-1.0, -1.0],
  "s2": 0.778,
  "homo_energy_ev": [-5.9, -5.9],
  "energy_ev": -9832.24257,
  "total_charge": 0,
  "orbital_gap_ev": [4.95, 4.95],
  "multiplicity": 2
}


{
  "formula": "C3H8N3O",
  "method": "ωB97M-V with the def2-TZVPD basis set",
  "species": ["C", "C", "C", "N", "N", "N", "O", "H", "H", "H", "H", "H", "H", "H", "H"],
  "xyz": [[-0.9840, 0.5330, -0.9183], [0.3252, -1.2423, -2.0117], [0.6790, -0.0373, 0.8330], [-0.4227, -0.2051, -1.9586], [-0.5584, 0.4080, 0.3494], [0.5556, 0.2083, 2.2497], [-1.8552, 1.3232, -1.1490], [0.5809, -1.8470, -2.8412], [0.6801, -1.6403, -1.0549], [1.4753, 0.5523, 0.4348], [-0.5832, 0.2094, -2.9330], [-1.2644, 1.0180, 0.9539], [1.3733, 0.2870, 2.8309], [0.0997, -0.5998, 2.6948], [-0.1011, 1.0325, 2.5204]],
  "de_lowest_kj_mol": 74.3,
  "lumo_ev": [-4.2, -6.1],
  "s2": 2.014,
  "homo_energy_ev": [-10.1, -14.5],
  "energy_ev": -9747.18446,
  "total_charge": 1,
  "orbital_gap_ev": [5.97, 8.42],
  "multiplicity": 3
}


{
  "formula": "C14H21F6N7P",
  "method": "ωB97M-V with the def2-TZVPD basis set",
  "species": ["P", "F", "F", "F", "F", "F", "F", "C", "C", "N", "H", "H", "H", "C", "C", "N", "H", "H", "H", "C", "C", "N", "H", "H", "H", "C", "C", "N", "H", "H", "H", "C", "C", "N", "H", "H", "H", "C", "C", "N", "H", "H", "H", "C", "C", "N", "H", "H", "H"],
  "xyz": [[-20.6603, 4.0737, 2.8038], [-20.3922, 5.2085, 1.6784], [-21.1630, 5.2994, 3.7314], [-22.1466, 3.8323, 2.1711], [-21.1776, 3.1497, 4.0051], [-20.0652, 2.8654, 1.9706], [-19.0933, 4.2033, 3.3400], [-13.5651, 2.0477, 6.6762], [-12.7958, 0.8781, 6.8891], [-12.1641, -0.0494, 6.9962], [-14.5053, 1.9554, 7.2200], [-13.5585, 2.3377, 5.6255], [-12.9646, 2.8428, 7.1182], [-14.6981, 8.6370, 6.2257], [-15.3235, 8.7205, 7.5602], [-15.7835, 8.8040, 8.6164], [-13.6617, 8.6474, 6.5630], [-15.0201, 9.5291, 5.6886], [-14.9005, 7.6507, 5.8083], [-28.6128, 0.5248, 3.4957], [-29.2193, -0.6314, 4.2291], [-29.6750, -1.5269, 4.7645], [-29.1098, 0.5747, 2.5269], [-27.5372, 0.4219, 3.3522], [-28.7604, 1.3954, 4.1346], [-20.0263, 10.8890, -0.2347], [-20.8709, 11.6390, -1.2194], [-21.4641, 12.1987, -1.9840], [-20.7495, 10.6104, 0.5317], [-19.3757, 11.6247, 0.2381], [-19.4101, 10.0819, -0.6308], [-20.6211, -2.4804, 2.1556], [-19.5099, -2.2453, 2.9960], [-18.6521, -2.1210, 3.7571], [-20.2707, -2.8523, 1.1928], [-21.1998, -1.5875, 1.9189], [-21.2348, -3.2486, 2.6261], [-19.8059, 4.3334, 8.9850], [-19.5866, 4.6457, 10.3746], [-19.3382, 4.8073, 11.5526], [-19.5116, 3.2920, 8.8552], [-19.1935, 5.0379, 8.4221], [-20.8791, 4.4774, 8.8599], [-20.1133, 3.8242, -3.7262], [-19.6047, 3.0545, -4.8322], [-19.2107, 2.3471, -5.6909], [-20.8293, 3.3469, -3.0572], [-20.7963, 4.5066, -4.2321], [-19.4171, 4.3931, -3.1099]],
  "lumo_ev": 1.8,
  "homo_energy_ev": -8.8,
  "energy_ev": -50887.98297,
  "total_charge": -1,
  "orbital_gap_ev": 10.57
}


{
  "formula": "C22H36N4O3",
  "method": "ωB97M-V with the def2-TZVPD basis set",
  "species": ["C", "O", "C", "C", "C", "C", "C", "O", "N", "C", "C", "C", "C", "N", "C", "C", "O", "C", "C", "N", "C", "N", "C", "C", "C", "C", "C", "C", "C", "H", "H", "H", "H", "H", "H", "H", "H", "H", "H", "H", "H", "H", "H", "H", "H", "H", "H", "H", "H", "H", "H", "H", "H", "H", "H", "H", "H", "H", "H", "H", "H", "H", "H", "H", "H"],
  "xyz": [[-1.8503, 1.5332, 3.3854], [-1.0102, 0.7704, 2.5441], [0.1841, 1.4568, 2.2137], [0.9360, 0.6250, 1.1976], [0.1698, 0.5021, -0.1234], [0.4893, -0.7696, -0.8966], [0.0881, -2.0935, -0.2639], [0.4992, -3.1472, -0.7265], [-0.7550, -2.0521, 0.7953], [-1.1627, -3.2808, 1.4667], [-1.5666, -2.9771, 2.9061], [-2.8646, -2.1734, 2.9678], [-3.9925, -2.9477, 2.2902], [-5.3324, -2.3543, 2.4819], [-6.4028, -3.1100, 1.8253], [-5.4897, -0.9785, 2.4835], [-4.6360, -0.1844, 2.1145], [-6.7621, -0.4872, 3.0379], [-7.5880, -0.9908, 4.0099], [-8.5698, -0.1017, 4.3205], [-8.3528, 0.9404, 3.5416], [-7.2691, 0.7673, 2.7506], [-6.7444, 1.7584, 1.8133], [-7.8047, 2.8075, 1.5211], [-8.4474, 3.3287, 2.8043], [-9.3820, 4.4986, 2.5358], [-9.1877, 2.1755, 3.4802], [-3.6148, -3.1725, 0.8212], [-2.3110, -3.9608, 0.7207], [-2.7643, 0.9674, 3.5444], [-1.3635, 1.7340, 4.3466], [-2.1071, 2.4895, 2.9154], [-0.0655, 2.4439, 1.7980], [0.7834, 1.6183, 3.1187], [1.9203, 1.0661, 1.0261], [1.1074, -0.3629, 1.6340], [-0.9049, 0.5577, 0.0710], [0.3983, 1.3641, -0.7546], [-0.0037, -0.7514, -1.8722], [1.5584, -0.8512, -1.1021], [-1.0170, -1.1657, 1.2002], [-0.2977, -3.9456, 1.4482], [-1.6884, -3.9272, 3.4347], [-0.7651, -2.4282, 3.4056], [-3.1274, -1.9628, 4.0087], [-2.7308, -1.2149, 2.4760], [-4.0626, -3.9305, 2.7751], [-7.3738, -2.8008, 2.1950], [-6.3868, -2.9822, 0.7396], [-6.2717, -4.1696, 2.0481], [-7.4990, -1.9407, 4.5123], [-5.8546, 2.2136, 2.2502], [-6.4259, 1.2473, 0.9072], [-7.3383, 3.6230, 0.9647], [-8.5851, 2.3834, 0.8796], [-7.6442, 3.6623, 3.4726], [-10.1736, 4.2040, 1.8422], [-9.8564, 4.8440, 3.4557], [-8.8456, 5.3402, 2.0952], [-10.1018, 1.9568, 2.9165], [-9.5004, 2.4339, 4.4925], [-4.3982, -3.7154, 0.2910], [-3.5104, -2.1963, 0.3372], [-2.0210, -4.1028, -0.3211], [-2.4577, -4.9577, 1.1507]],
  "de_lowest_kj_mol": 30.9,
  "lumo_ev": 0.7,
  "smiles": "COCCCCC(=O)N[C@H]1CC[C@@H](N(C)C(=O)c2cnc3n2CC[C@@H](C)C3)CC1",
  "homo_energy_ev": -8.6,
  "energy_ev": -35502.99642,
  "total_charge": 0,
  "orbital_gap_ev": 9.29
}